1.
65
Properties=species:S:1:pos:R:3:forces:R:3:nbo_charge:R:1 method="wB97M-V/def2-TZVPD" homo_energy_ev=-12.5845 total_charge=+1 orbital_gap_ev=9.0 multiplicity=1
C -3.009310 -0.975345 -4.491943 0.931 -0.449 0.379 -1.06
B -1.867206 0.098568 -4.377319 -0.989 0.157 -0.025 1.10
O -2.022792 1.258692 -5.089367 1.130 0.054 0.079 -0.92
C -0.540853 0.019589 -3.463376 -0.281 -0.373 0.142 -0.68
C -0.696199 -0.220351 -1.937696 -0.061 0.184 -0.358 0.00
C -2.095897 -0.550617 -1.478636 0.155 0.206 0.488 -0.53
C -2.410171 -0.410468 -0.002448 -0.700 -1.121 0.005 0.80
O -3.140120 -1.211783 0.530152 0.561 0.483 0.087 -0.57
O -1.899862 0.671067 0.629834 0.249 -0.475 0.215 -0.56
C -2.147167 0.611273 2.052342 -2.076 0.814 1.566 0.81
C -1.166755 -0.124909 2.903698 0.526 -0.007 -0.729 -0.74
O -3.127495 1.130661 2.510520 1.418 -0.388 -1.237 -0.47
N 0.358132 -1.229282 -1.561085 1.209 1.512 0.889 -0.45
C 0.589258 -1.403064 -0.107715 -1.220 -1.113 0.517 -0.26
C -0.134811 -2.669397 0.423153 0.106 0.334 -0.451 -0.40
C -0.561112 -3.652765 -0.663538 -0.040 -0.332 0.932 -0.52
C -0.888427 -4.991192 -0.034991 -0.265 -0.605 -0.334 0.79
O -0.710882 -6.038640 -0.579270 0.216 0.262 0.150 -0.51
O -1.435713 -4.931626 1.229680 0.133 -0.113 -0.174 -0.73
C 1.515455 -0.698654 -2.119560 -0.724 -1.000 -0.191 0.76
N 2.305571 0.136082 -1.492488 0.861 0.080 0.173 -0.75
N 1.740123 -1.042886 -3.387463 -0.444 1.352 -0.043 -0.57
C 0.428958 -0.981361 -4.119309 1.038 -0.249 -0.189 -0.18
Cl -0.176164 -2.637990 -4.283725 -0.189 -0.056 -0.143 0.03
P 0.715131 -0.376705 -5.886979 -1.756 -0.086 -0.751 1.40
O 1.791999 -1.415767 -6.490512 0.445 0.175 0.508 -0.98
O 1.618629 0.938143 -5.576257 0.560 -0.425 0.456 -1.01
H -3.074502 -1.337666 -5.510966 -0.200 0.060 -0.411 0.26
H -3.970338 -0.580780 -4.192240 -0.297 0.302 -0.085 0.26
H -2.811233 -1.854899 -3.896135 -0.086 -0.285 0.158 0.23
H -2.088397 1.086274 -6.030620 -0.707 0.234 -0.256 0.52
H -0.061225 0.988851 -3.574469 0.174 0.234 -0.154 0.26
H -0.416173 0.700499 -1.426158 -0.061 0.320 0.043 0.19
H -2.820161 0.126303 -1.920814 0.070 0.362 -0.421 0.27
H -2.393148 -1.530310 -1.801073 -0.163 -0.466 0.101 0.26
H -0.210661 -0.252195 2.417497 0.275 -0.019 -0.044 0.21
H -1.561310 -1.103178 3.129976 -0.291 -0.370 -0.021 0.27
H -1.014705 0.383515 3.839500 -0.064 0.361 0.264 0.28
H 0.293354 -0.525658 0.456519 -0.152 0.297 0.003 0.20
H 1.626032 -1.571867 0.122212 0.543 0.071 -0.459 0.22
H 0.554371 -3.202529 1.059619 0.288 -0.030 0.346 0.23
H -0.972408 -2.417957 1.049602 -0.335 0.135 0.134 0.23
H -1.472464 -3.361569 -1.171501 -0.138 0.300 -0.273 0.23
H 0.215550 -3.817193 -1.390182 0.167 -0.067 -0.371 0.24
H -2.348243 -4.635932 1.154924 -0.228 0.169 0.185 0.50
H 3.236030 0.301762 -1.835717 0.110 0.282 -0.174 0.43
H 2.020620 0.680086 -0.698184 -0.095 -0.388 0.449 0.44
H 2.391112 -0.370580 -3.787235 0.163 -0.298 -0.538 0.40
H 1.342782 -1.948678 -7.152153 0.123 -0.279 -0.267 0.52
H 2.353574 0.984071 -6.198920 0.180 0.266 -0.118 0.52
O 1.539214 1.798362 4.604824 0.139 -0.209 -0.027 -0.96
S 2.130181 3.105123 4.589699 -0.381 0.579 0.003 2.39
O 3.533601 3.275868 4.775764 0.189 -0.306 -0.018 -0.92
O 1.344502 4.034917 5.600616 -0.040 -0.046 -0.165 -0.72
C 1.193512 3.582323 6.967633 0.041 -0.143 0.696 -0.08
C 2.460165 3.764427 7.779123 0.188 -0.050 -0.229 -0.64
C 1.652237 3.940439 3.114285 -0.119 0.029 -0.043 -0.89
H 0.857399 2.544762 6.979230 0.035 -0.007 -0.185 0.20
H 0.393009 4.187738 7.386131 -0.047 0.109 -0.239 0.20
H 3.252434 3.102931 7.431386 -0.009 -0.023 0.015 0.23
H 2.267341 3.541354 8.827930 -0.084 0.021 -0.003 0.23
H 2.826655 4.786755 7.694223 -0.058 0.034 0.059 0.22
H 0.576997 3.846391 2.988450 -0.014 0.022 0.028 0.25
H 2.176378 3.463596 2.289430 0.067 -0.025 0.040 0.24
H 1.945599 4.983366 3.192087 0.023 0.004 0.012 0.26

2.
60
Properties=species:S:1:pos:R:3:forces:R:3:mulliken_spin:R:1 method="wB97M-V/def2-TZVPD" de_lowest_kj_mol=0.00 homo_energy_ev="-14.9876 / -15.1231" total_charge=+2 s2=3.79 orbital_gap_ev="7.5 / 7.3" multiplicity=4
Mo -0.086972 -0.801072 1.766625 -0.146 -0.227 -0.211 2.86
S 1.704154 -1.540524 0.232940 0.011 -0.025 -0.028 0.00
C 0.305599 -2.465961 -0.339096 0.011 0.015 -0.031 0.08
N -0.812671 -2.173772 0.285647 0.055 0.038 0.098 -0.03
C -1.860922 -2.990906 -0.127031 -0.023 0.007 0.016 0.02
C -3.172626 -2.971079 0.343666 0.006 -0.007 -0.001 -0.02
C -4.060318 -3.880003 -0.188874 -0.001 -0.002 -0.002 0.00
C -3.660222 -4.796491 -1.172899 0.000 0.000 -0.002 0.00
C -2.364157 -4.827601 -1.642361 -0.001 0.005 -0.004 0.01
C -1.464059 -3.910499 -1.103997 -0.005 0.007 -0.022 -0.01
S 0.230231 -3.727294 -1.469306 0.010 -0.015 0.007 0.03
H -3.477455 -2.275239 1.115167 -0.002 0.002 -0.002 0.00
H -5.082735 -3.895926 0.162424 -0.001 0.001 -0.003 0.00
H -4.381748 -5.499471 -1.565382 -0.002 0.000 -0.001 0.00
H -2.058304 -5.543344 -2.392797 0.000 0.001 -0.002 0.00
F 0.912048 0.048091 3.331485 0.026 0.038 0.251 0.02
B 0.972718 -1.233086 4.333259 0.356 0.121 0.073 0.02
F 0.233112 -0.934122 5.386796 -0.035 -0.013 -0.115 0.00
F 2.260296 -1.538555 4.425687 -0.159 -0.035 -0.009 0.00
F 0.261710 -2.149752 3.402278 -0.075 0.066 -0.006 0.02
C 3.784804 2.703707 -0.513511 -0.003 -0.002 -0.002 0.00
Si 2.932964 1.842821 0.895876 -0.003 -0.004 -0.010 0.02
C 2.279362 3.018222 2.176056 0.000 -0.010 -0.002 0.00
C 3.947470 0.466105 1.624964 0.007 -0.005 0.012 0.00
Ge 1.025407 0.702933 -0.226269 -0.053 0.044 -0.015 -0.05
Si 0.525642 0.751689 -2.641443 0.032 0.000 0.000 0.01
C 2.173525 0.203799 -3.309913 -0.004 -0.003 -0.005 0.00
C 0.146545 2.530965 -3.022805 0.011 0.010 0.015 0.00
C -0.856820 -0.413925 -3.112870 -0.008 0.000 0.001 0.01
Si -1.433623 1.187738 0.753173 -0.019 0.020 -0.028 -0.05
C -1.952906 0.582818 2.516798 0.041 -0.031 -0.002 0.11
C -1.059461 3.000337 0.824584 0.001 -0.002 0.005 -0.01
C -2.726871 0.742501 -0.492603 0.006 0.014 -0.002 0.02
H 4.626893 3.275816 -0.113778 0.002 -0.001 0.000 0.00
H 3.131276 3.408758 -1.030180 0.002 0.001 0.002 0.00
H 4.189056 1.999073 -1.241517 0.004 0.002 -0.002 0.00
H 3.141116 3.419638 2.717900 0.000 -0.005 0.002 0.00
H 1.638673 2.528320 2.910011 -0.001 0.004 0.008 0.00
H 1.754936 3.867127 1.737382 -0.005 -0.002 -0.007 0.00
H 4.824987 0.921299 2.094949 -0.003 0.002 0.001 0.00
H 4.321672 -0.230323 0.872366 -0.002 0.002 -0.003 0.00
H 3.427115 -0.091036 2.406096 0.002 0.000 0.002 0.00
H 2.984567 0.866503 -3.005333 0.000 -0.001 0.000 0.00
H 2.128502 0.223292 -4.402594 0.003 0.000 -0.002 0.00
H 2.427421 -0.815193 -3.011633 -0.002 -0.001 -0.003 0.00
H 0.944984 3.199656 -2.696016 -0.004 0.002 -0.003 0.00
H -0.794098 2.872052 -2.586924 -0.006 -0.007 0.000 0.00
H 0.057222 2.640141 -4.107446 -0.005 0.002 -0.001 0.00
H -1.076595 -1.178597 -2.367706 0.001 -0.005 0.002 0.00
H -0.574247 -0.926392 -4.035826 0.010 -0.001 0.002 0.00
H -1.779399 0.131275 -3.314031 0.004 -0.004 0.001 0.00
H -1.558112 1.237528 3.293558 -0.006 -0.004 0.003 0.02
H -1.905998 -0.455848 2.919142 -0.024 0.009 0.026 -0.06
H -3.038337 0.707629 2.452032 -0.003 0.001 -0.006 0.00
H -0.478612 3.264883 1.706828 0.001 0.003 -0.003 0.00
H -2.009189 3.542234 0.859370 0.001 0.003 0.005 0.00
H -0.528738 3.352141 -0.064047 0.000 -0.006 -0.001 0.00
H -2.809100 -0.326091 -0.686035 -0.002 -0.004 -0.001 -0.01
H -2.535431 1.253950 -1.436622 0.000 -0.009 -0.001 0.00
H -3.694262 1.099081 -0.126195 0.003 0.007 0.005 0.00

3.
54
Properties=species:S:1:pos:R:3:forces:R:3:nbo_charge:R:1 method="wB97M-V/def2-TZVPD" de_lowest_kj_mol=4.61 homo_energy_ev=-12.4204 total_charge=+1 orbital_gap_ev=10.5 multiplicity=1
Ca 0.768708 0.789493 0.076638 0.025 -0.415 -0.200 1.79
C -2.168197 -0.582171 1.130205 -0.023 0.022 0.000 -0.42
C -2.493221 -0.257217 -0.330593 0.017 0.016 0.005 -0.23
N -1.489922 0.559024 -1.055160 -0.181 0.074 0.100 -0.71
C -1.955341 1.931903 -1.317662 0.015 -0.009 -0.042 -0.23
C -1.844078 2.809857 -0.084655 -0.006 0.034 0.006 -0.24
N -0.435859 3.016642 0.290444 -0.001 0.011 0.027 -0.70
C -0.301568 3.805388 1.534478 0.034 0.024 -0.012 -0.22
C -0.378903 2.987048 2.822184 -0.019 0.000 0.001 -0.43
C 0.930413 2.333917 3.257287 0.033 0.001 0.004 -0.22
N 1.242126 1.074306 2.552009 -0.025 0.031 -0.002 -0.71
C 0.745190 -0.099614 3.284796 -0.018 0.005 0.030 -0.24
C 0.986067 -1.376775 2.502005 0.008 -0.015 0.000 -0.23
N 0.238755 -1.374973 1.238639 -0.049 0.035 0.034 -0.71
C -1.185959 -1.729838 1.370762 -0.004 -0.015 -0.028 -0.23
H -3.111468 -0.859682 1.608147 -0.005 0.009 -0.005 0.23
H -1.825291 0.319258 1.649868 0.015 -0.003 0.005 0.19
H -3.453286 0.266838 -0.359642 -0.015 -0.025 -0.012 0.20
H -2.642559 -1.194376 -0.872236 0.005 0.001 0.005 0.20
H -1.287019 0.115301 -1.942634 0.018 -0.021 0.015 0.39
H -2.990953 1.943725 -1.674778 0.001 -0.006 0.000 0.20
H -1.338748 2.353557 -2.116963 0.001 0.000 0.001 0.21
H -2.360198 2.340604 0.756142 -0.007 0.005 -0.004 0.20
H -2.349469 3.764511 -0.269308 0.001 -0.001 0.001 0.20
H -0.007081 3.565810 -0.450815 -0.001 -0.017 -0.014 0.38
H -1.069545 4.586299 1.555198 -0.005 -0.005 -0.004 0.19
H 0.663534 4.314194 1.498278 -0.005 0.009 0.001 0.21
H -1.173590 2.235990 2.756689 -0.002 0.004 -0.002 0.20
H -0.686480 3.666791 3.619452 0.001 -0.004 0.004 0.24
H 0.895328 2.149495 4.336230 0.024 0.008 0.001 0.19
H 1.751670 3.032342 3.086871 -0.005 0.003 -0.015 0.21
H 2.253992 0.995326 2.482295 0.000 -0.010 0.011 0.39
H -0.327141 0.033081 3.455119 0.005 0.002 0.008 0.19
H 1.213269 -0.179540 4.272488 -0.006 -0.004 0.000 0.20
H 0.724954 -2.238091 3.126886 0.003 -0.002 -0.002 0.20
H 2.050297 -1.462079 2.265708 -0.002 0.006 -0.001 0.21
H 0.682792 -1.998672 0.577582 0.027 -0.045 0.024 0.40
H -1.361589 -2.140751 2.369424 0.005 0.014 0.006 0.20
H -1.415336 -2.535379 0.668489 -0.006 -0.018 0.019 0.20
C 2.101314 -3.889873 -5.049861 -0.004 -0.003 -0.004 -0.64
C 1.697631 -3.007152 -3.907772 0.000 0.004 0.006 0.06
C 2.515565 -1.985476 -3.444505 -0.025 -0.031 -0.006 -0.24
C 2.111172 -1.202237 -2.375616 0.009 -0.044 -0.011 0.03
N 0.941211 -1.378470 -1.745003 0.171 0.289 -0.022 -0.55
C 0.153886 -2.363038 -2.193419 -0.023 -0.006 -0.005 0.02
C 0.480818 -3.187518 -3.250557 0.005 0.004 0.017 -0.25
H 2.977669 -3.498971 -5.562550 -0.001 -0.002 -0.002 0.23
H 1.290183 -3.988932 -5.771147 0.000 -0.001 0.000 0.23
H 2.339188 -4.891166 -4.686709 0.000 -0.001 0.000 0.24
H 3.472324 -1.791584 -3.911328 0.000 0.001 -0.004 0.23
H 2.733463 -0.398891 -1.994356 -0.001 -0.005 0.004 0.26
H -0.792059 -2.499557 -1.675671 0.008 -0.001 -0.008 0.18
H -0.206009 -3.964901 -3.559888 -0.001 -0.001 -0.002 0.23
F 2.689371 1.086235 -0.541481 0.012 0.096 0.068 -0.92